Formula: C31H53BrNP3V
Source: the Open Molecules 2025 dataset
Level of theory: ωB97M-V/def2-TZVPD

Geometry as XYZ:
```
90
Properties=species:S:1:pos:R:3:lowdin_charge:R:1
C -3.99650 -1.48603 -2.97476 -0.0008
C -2.94491 -0.57830 -3.20547 -0.2566
C -3.14045 0.55128 -4.02685 0.0015
C -4.41727 0.74577 -4.54256 -0.1091
N -5.41706 -0.11325 -4.33099 0.0910
C -5.22841 -1.18738 -3.54903 -0.1006
C -1.68518 -0.78065 -2.64792 0.0284
C -0.55203 -0.83114 -2.13254 0.0169
C 0.76007 -1.42326 -2.27419 -0.2216
C 1.87430 -0.97585 -1.48950 -0.2337
C 2.97823 -1.83849 -1.27803 -0.1397
C 3.14871 -2.78726 -2.26581 -0.6412
C 2.25103 -3.02881 -3.30003 -0.0591
C 1.02405 -2.37868 -3.25635 0.0146
V 1.11824 -0.32615 0.38619 0.3793
P -1.37141 0.62799 0.58584 0.9456
H -2.33305 1.24629 -4.24789 0.1240
H -3.86023 -2.38746 -2.37396 0.1256
H -4.62890 1.62169 -5.14851 0.1189
H -6.08166 -1.83000 -3.38247 0.1162
H 0.21996 -2.55639 -3.97280 0.1412
H 1.88318 0.12601 -1.24708 0.0047
H 2.46720 -3.69857 -4.12875 0.1285
H 3.76501 -1.64178 -0.55516 0.0993
C -1.39088 1.45323 2.26095 -0.3954
C -2.39035 2.57348 2.53571 -0.1283
H -0.36617 1.82616 2.41767 0.0544
H -1.52738 0.63997 2.98814 0.0595
H -2.19873 2.95404 3.54947 0.0892
H -2.29360 3.42646 1.84957 0.0751
H -3.43325 2.23028 2.52101 0.0651
C -1.90420 1.95243 -0.61389 -0.3734
C -3.38834 2.29191 -0.77781 -0.1186
H -1.48358 1.61920 -1.57389 0.0492
H -1.34979 2.85671 -0.32342 0.0459
H -3.46818 3.14613 -1.46447 0.0906
H -3.95842 1.46646 -1.22413 0.0688
H -3.86641 2.59664 0.16306 0.0628
C -2.84450 -0.51132 0.56493 -0.3733
C -4.07356 -0.12451 1.39520 -0.1247
H -2.46628 -1.49739 0.88325 0.0535
H -3.09846 -0.63127 -0.49809 0.0463
H -4.81582 -0.93308 1.31455 0.0913
H -3.84308 0.00767 2.46200 0.0674
H -4.56132 0.78898 1.02843 0.0616
Br 4.89250 -3.59347 -2.27439 0.7947
P 1.85215 2.05942 -0.12134 0.9278
C 1.04969 3.63315 0.31071 -0.3812
C 2.04182 4.73760 0.65431 -0.1214
H 0.37802 3.42244 1.16055 0.0630
H 0.40897 3.91991 -0.53964 0.0874
H 1.47317 5.63002 0.94199 0.0917
H 2.67930 4.45614 1.50289 0.0762
H 2.67400 5.01466 -0.20314 0.0732
C 3.41246 1.83252 0.80610 -0.3801
C 4.67505 2.37020 0.13446 -0.1242
H 3.54747 0.75524 1.01760 0.0516
H 3.26245 2.30959 1.78355 0.0916
H 5.53622 2.18588 0.79044 0.0896
H 4.89289 1.86138 -0.81350 0.0800
H 4.64839 3.45299 -0.04671 0.0734
C 2.21926 2.08181 -1.92415 -0.3865
C 2.71611 3.39623 -2.49297 -0.1235
H 1.29326 1.76995 -2.43495 0.0921
H 2.95508 1.29468 -2.14718 0.0877
H 2.88821 3.27117 -3.57023 0.0927
H 1.97999 4.19726 -2.37295 0.0771
H 3.67167 3.71062 -2.05422 0.0685
C -1.56742 -2.48087 3.33137 -0.1127
C -0.12282 -1.96198 3.36344 -0.3554
P 0.89425 -2.06640 1.82957 0.8837
C 2.70248 -2.13939 2.22330 -0.3691
C 2.95598 -2.88337 3.52947 -0.1297
C 0.45766 -3.66281 1.02407 -0.3641
C 0.49086 -4.85132 1.97031 -0.1329
H -2.27292 -1.72878 2.95956 0.0430
H -1.90515 -2.72938 4.34316 0.0969
H -1.69598 -3.37246 2.71545 0.0663
H -0.15113 -0.88094 3.58194 0.0635
H 0.41529 -2.40858 4.21008 0.0812
H 3.25012 -2.60242 1.39122 0.0806
H 3.09218 -1.11239 2.28290 0.0653
H 2.50587 -3.88272 3.53632 0.0673
H 4.03154 -3.01988 3.70541 0.0926
H 2.56500 -2.33467 4.39124 0.0768
H -0.53508 -3.50862 0.58785 0.0793
H 1.13993 -3.79838 0.17757 0.0816
H 0.05400 -4.63364 2.95793 0.0699
H -0.08055 -5.69638 1.55112 0.0945
H 1.51714 -5.21577 2.12990 0.0799
```

The value obtained for the frontier orbital gap (spin up / spin down) is 0.26907 / 0.28742 hartree. For the energy above the lowest of the compared OMol25 structures with the same formula, charge and spin, the calculation gives 0.0 kcal/mol. The spin multiplicity is 4. The expectation value of S² is 3.775. As for the net charge: +2. The maximum force is 3.92 eV/Å. The value obtained for the highest occupied orbital energy (spin up / spin down) is -13.60 / -13.99 eV. The value obtained for the LUMO energy (spin up / spin down) is -6.28 / -6.16 eV.



Formula: C31H53I2NNiPSb2
Source: the Open Molecules 2025 dataset
Level of theory: ωB97M-V/def2-TZVPD

Geometry as XYZ:
```
91
Properties=species:S:1:pos:R:3:lowdin_charge:R:1
Ni -0.39186 -0.16982 0.13127 -0.4460
C -0.04842 1.65497 3.78422 -0.2870
Sb -0.16730 -0.09505 2.55220 1.2680
C 1.98046 -0.07724 2.51579 -0.2942
C 0.07052 -1.62729 4.12382 -0.2501
C -1.19921 -2.41842 4.32754 -0.2901
C -2.15922 -1.91925 5.20143 -0.0503
C -3.39426 -2.52874 5.34612 -0.0647
C -3.71053 -3.63080 4.56525 -0.0680
C -2.79188 -4.09306 3.63710 -0.0552
C -1.52615 -3.52145 3.51831 -0.2939
C -0.65836 -3.98141 2.37851 -0.2352
Sb -0.62408 -2.52516 0.72046 1.3601
C -2.67105 -1.83650 0.74547 -0.2669
C -1.23079 -4.03529 -0.69886 -0.2765
H -1.01610 1.99169 4.14699 0.0136
H 0.43584 2.43010 3.19734 -0.0023
H 0.58209 1.34690 4.61583 0.0164
H 2.29186 -0.39922 3.51006 0.0187
H 2.36104 0.91984 2.31594 0.0215
H 2.37859 -0.77968 1.78696 0.0094
H 0.26470 -0.98561 4.97937 0.0650
H 0.95162 -2.18928 3.83341 0.0603
H -1.90615 -1.05376 5.80403 0.1176
H -4.10985 -2.14309 6.05946 0.1108
H -4.66647 -4.12379 4.67706 0.1104
H -3.04006 -4.93960 3.00706 0.1173
H -1.05421 -4.87069 1.89942 0.0561
H 0.39935 -4.09341 2.60593 0.0618
H -3.07848 -2.00631 1.74522 0.0206
H -3.23831 -2.41048 0.01623 0.0253
H -2.78212 -0.77309 0.51946 -0.0200
H -1.90129 -4.65460 -0.10278 0.0151
H -0.40310 -4.65327 -1.03913 0.0061
H -1.77715 -3.60380 -1.53223 0.0036
I -0.71929 2.33733 0.09530 0.5338
I -1.52822 4.94974 -0.32726 0.1766
N 2.47670 0.99590 -0.61592 0.0634
C 1.44565 0.59348 -0.28245 -0.5640
C 1.48695 2.71256 -5.43369 -0.1892
C 2.49716 2.13606 -4.44665 -0.1801
C 1.97007 0.82593 -3.83666 -0.1910
C 0.43540 0.88362 -3.66042 -0.3992
C 0.00050 2.33069 -3.40859 -0.2506
C 0.21482 3.15257 -4.68893 -0.1760
P -0.26587 -0.35930 -2.48936 1.1074
C -2.00722 -0.68279 -3.05620 -0.4002
C -2.26532 -0.72646 -4.59025 -0.1834
C -3.11725 0.45077 -5.05494 -0.1912
C -4.49612 0.42169 -4.38222 -0.1774
C -4.40567 0.00779 -2.89703 -0.1773
C -3.00078 0.27591 -2.37669 -0.2460
C 0.56399 -1.97204 -2.84856 -0.4239
C 1.93519 -2.15791 -2.18279 -0.2184
C 2.26300 -3.65310 -2.11537 -0.1807
C 1.84563 -4.38326 -3.40823 -0.1855
C 1.75670 -3.40682 -4.57776 -0.1844
C 0.65633 -2.36020 -4.34507 -0.1815
H 1.24585 1.94967 -6.18041 0.1134
H 1.91552 3.55582 -5.97515 0.1111
H 2.67829 2.86412 -3.65226 0.1174
H 3.45412 1.94468 -4.93221 0.1154
H 2.45685 0.67169 -2.87685 0.0616
H 2.23566 -0.01146 -4.48406 0.1021
H -0.02912 0.56922 -4.60144 0.0956
H 0.61026 2.73718 -2.59935 0.0723
H -1.03881 2.41286 -3.08632 0.0627
H 0.28493 4.20570 -4.41008 0.1138
H -0.65425 3.04998 -5.34357 0.1053
H -2.20828 -1.68258 -2.65146 0.0923
H -2.80036 -1.65061 -4.82717 0.1239
H -1.33448 -0.76428 -5.15124 0.0794
H -3.24088 0.41101 -6.13780 0.1181
H -2.60036 1.38823 -4.83017 0.0993
H -5.14031 -0.28128 -4.91300 0.1111
H -4.95575 1.40743 -4.46621 0.1116
H -4.63210 -1.05685 -2.78426 0.1135
H -5.14453 0.55751 -2.31352 0.1121
H -2.91663 0.17212 -1.29381 0.0499
H -2.74047 1.31548 -2.59214 0.0917
H -0.12251 -2.67691 -2.37487 0.0498
H 1.96506 -1.70940 -1.18980 0.0593
H 2.69313 -1.62825 -2.75993 0.1082
H 1.74940 -4.09953 -1.25808 0.0830
H 3.33219 -3.77866 -1.93813 0.1155
H 0.87438 -4.87129 -3.27578 0.1064
H 2.56095 -5.17214 -3.64084 0.1113
H 1.55456 -3.94476 -5.50451 0.1157
H 2.72277 -2.91126 -4.70228 0.1169
H -0.30531 -2.76405 -4.66840 0.1109
H 0.86060 -1.48628 -4.96362 0.0911
```

The value obtained for the frontier orbital gap (spin up / spin down) is 0.20986 / 0.20774 hartree. For the energy above the lowest of the compared OMol25 structures with the same formula, charge and spin, the calculation gives 42.4 kcal/mol. The spin multiplicity is 3. The expectation value of S² is 2.048. As for the net charge: +1. The maximum force is 3.43 eV/Å. The value obtained for the highest occupied orbital energy (spin up / spin down) is -10.57 / -11.14 eV. The value obtained for the LUMO energy (spin up / spin down) is -4.86 / -5.49 eV.